9
Properties=species:S:1:pos:R:3 method="wB97M-V/def2-TZVPD" gap_ev="7.5 / 7.5" charge=0
S 0.01 2.39 0.04
S 4.07 0.18 0.01
N 2.48 -0.48 0.06
N 1.26 -0.23 -0.05
N 0.48 0.77 -0.40
C -0.91 0.84 0.02
H -1.73 0.85 -0.79
H 2.73 -1.42 -0.04
H -1.05 0.47 0.93

***

39
Properties=species:S:1:pos:R:3 method="wB97M-V/def2-TZVPD" gap_ev=2.1 charge=-1
Zn 0.07 -0.99 -0.30
F -8.49 -3.64 -2.12
O -6.28 -3.53 -1.73
O 2.75 -4.30 -5.37
O 3.21 5.23 1.51
O -4.01 2.90 -0.93
O 2.15 -3.22 5.59
O -2.34 1.58 -1.71
O 4.90 4.73 0.28
O -4.15 -3.97 -1.15
O -2.48 1.80 0.29
O 3.17 -4.51 4.08
O 1.68 -3.15 3.37
O 2.17 -3.39 -3.44
O -5.79 -5.60 -1.35
O 3.49 -5.05 -3.34
O 3.21 3.13 0.68
C 3.94 6.41 1.56
C 2.82 -4.24 -4.03
C 3.81 4.25 0.80
C 2.31 -3.67 4.33
C 5.18 6.03 0.74
C 4.31 6.69 3.04
C -2.95 2.13 -0.79
C -7.22 -5.58 -1.86
C -5.27 -4.39 -1.42
C -7.30 -4.17 -2.45
H 3.39 7.24 1.12
H 4.80 5.85 3.53
H 2.64 -3.80 6.18
H 6.21 6.02 1.09
H -7.22 -4.10 -3.53
H -7.90 -5.79 -1.03
H 3.46 6.99 3.65
H -4.08 3.32 -0.07
H 5.03 7.50 3.05
H 3.16 -5.15 -5.50
H -7.40 -6.27 -2.68
H 5.05 6.74 -0.09

***

14
Properties=species:S:1:pos:R:3 method="wB97M-V/def2-TZVPD" gap_ev=10.9 charge=0 smiles=C[C@H]1COCO1
O 0.88 -0.02 -1.21
O 0.85 0.57 0.99
C 1.23 1.02 -0.28
C 0.50 -1.14 -0.40
C -1.42 0.25 0.03
C -0.21 -0.40 0.72
H 1.39 -1.64 -0.03
H -0.38 -0.90 1.68
H -0.13 -1.82 -0.99
H -2.04 0.88 0.67
H 0.67 1.94 -0.52
H -0.89 0.72 -0.80
H 2.31 1.21 -0.36
H -2.05 -0.46 -0.51

***

128
Properties=species:S:1:pos:R:3 method="wB97M-V/def2-TZVPD" gap_ev=7.0 charge=0 smiles="Cc1cccc(C[C@@]2(S(C)(=O)=O)OC(=O)[C@@](Cc3ccccc3C)(N=C=O)[C@H]2O)c1.O=S1(=O)CCCC1.O=S1(=O)CCCC1.O=S1(=O)CCCC1.O=S1(=O)CCCC1.O=S1(=O)CCCC1"
S 5.78 3.53 -1.21
S 6.52 5.26 -6.92
S -3.47 -5.57 -0.94
S -0.53 -0.45 0.99
S 2.22 3.56 -6.12
S -8.24 -1.97 5.98
O -2.50 -4.69 -1.57
O -8.12 -1.48 4.62
O 7.76 5.23 -6.16
O -7.85 -1.17 7.13
O 5.23 5.43 -6.28
O 2.61 4.35 -4.97
O -3.45 -3.63 6.78
O -4.89 -5.46 -1.20
O 0.17 0.95 0.95
O 5.30 2.16 -1.17
O -3.22 -3.33 3.31
O 0.37 -0.89 5.09
O -1.20 -2.47 2.51
O 2.35 4.05 -7.48
O -2.07 -0.13 0.92
O 6.39 4.17 -0.06
N -1.39 -2.14 5.83
C 5.94 4.08 -3.76
C 1.21 -2.32 2.66
C -1.99 -1.32 4.70
C -0.63 -0.64 4.03
C -2.33 -2.97 6.39
C 3.01 1.96 -6.02
C -2.26 -2.42 3.52
C -3.20 -5.55 0.82
C 6.72 5.63 -9.54
C -0.17 -1.38 2.62
C -0.17 -1.50 -0.54
C 5.04 -0.46 3.82
C 2.60 -1.44 2.66
C -2.54 -7.79 0.16
C -3.16 -0.26 5.14
C 5.96 4.33 -9.29
C -2.97 -7.27 -1.20
C -5.26 2.06 2.07
C 6.87 3.70 -2.61
C -3.21 2.93 3.79
C -6.37 -0.52 2.11
C 1.90 0.95 -5.73
C 4.47 4.57 -1.84
C -9.90 -2.55 6.22
C 4.97 5.10 -3.18
C -8.56 -4.58 6.37
C 0.61 1.52 -6.32
C -6.33 0.98 1.43
C 4.38 0.35 1.18
C -7.45 -3.57 6.08
C 3.68 -1.38 3.93
C 0.56 2.97 -5.88
C 6.67 6.44 -8.25
C 6.45 3.81 -7.95
C 6.15 -0.32 5.06
C -4.20 0.18 3.95
C -5.31 -0.86 3.33
C -9.86 -4.01 5.78
C 3.01 -0.58 1.32
C -3.31 -7.01 1.23
C -4.20 1.72 3.29
C 5.43 0.41 2.44
H 0.13 -0.81 -1.46
H 0.64 1.45 -7.41
H 6.50 4.48 -4.61
H 5.39 3.19 -4.10
H 6.01 0.80 5.45
H 5.79 7.09 -8.22
H 7.57 7.03 -8.11
H -5.27 3.14 1.60
H -6.97 -3.77 5.11
H -0.27 0.96 -5.97
H 7.26 -0.41 4.64
H 4.88 4.53 -9.24
H -3.84 -7.82 -1.58
H -5.37 -1.94 3.79
H -10.73 -4.56 6.13
H 2.30 -0.59 0.39
H 5.93 -1.11 5.89
H 6.30 6.19 -10.38
H 1.21 -3.02 3.62
H -4.35 -7.33 1.23
H -8.67 -4.70 7.45
H -3.95 -4.92 1.30
H -2.20 -5.16 1.00
H 4.28 5.38 -1.13
H 3.76 1.97 -5.23
H 7.41 2.77 -2.78
H 1.79 0.83 -4.65
H -2.99 3.67 2.88
H 6.13 3.60 -10.09
H -8.32 -5.56 5.95
H 1.25 -3.06 1.73
H -2.16 -7.30 -1.93
H -6.70 -3.55 6.87
H 5.79 3.06 -7.51
H -1.46 -7.63 0.30
H -1.12 -2.16 -0.83
H 7.47 3.41 -8.03
H 7.57 4.51 -2.39
H -2.59 0.74 5.46
H -2.71 -8.87 0.25
H -0.14 3.57 -6.47
H 6.42 1.04 2.41
H 0.36 -0.04 5.63
H -10.60 -1.95 5.63
H 0.76 -2.20 -0.34
H -3.75 -0.58 6.12
H -10.14 -2.47 7.28
H 4.13 5.29 -3.86
H 0.32 3.06 -4.82
H -2.90 -7.18 2.23
H -7.04 1.28 0.53
H 4.59 0.97 0.20
H -2.24 2.58 4.34
H 2.14 -0.03 -6.15
H -3.81 3.60 4.58
H 7.76 5.40 -9.79
H 5.49 6.06 -3.03
H 3.58 3.95 -1.96
H -7.10 -1.37 1.75
H -9.83 -4.08 4.69
H 3.49 1.76 -6.98
H 3.46 -2.01 4.90
H -0.66 0.49 3.71

***

Values for ΔE to the lowest compared entry with this formula, charge and spin, kcal/mol, ordered as above
86.9; 272.2; 44.9; 582.5